# 1
This record from OMol25 describes a structure of composition C27H27BaN2OS4. The level of theory is ωB97M-V/def2-TZVPD.

Each line ends with the Mulliken charge.
CARTESIAN COORDINATES (ANGSTROEM)
Ba  -0.543  1.374  -1.267  1.624
C  4.186  0.662  -0.596  -2.355
C  3.076  -0.287  -0.197  0.902
C  2.497  -0.198  1.071  1.829
C  2.817  0.968  1.979  -2.829
C  1.574  -1.163  1.487  0.674
C  1.020  -1.096  2.892  -2.150
C  1.165  -2.170  0.606  1.529
C  0.113  -3.173  1.029  -2.505
C  1.703  -2.221  -0.685  0.618
C  1.281  -3.309  -1.648  -2.289
C  2.639  -1.266  -1.094  1.816
C  3.152  -1.269  -2.517  -2.631
H  3.798  1.554  -1.097  0.367
H  4.884  0.174  -1.273  0.500
H  4.751  0.983  0.277  0.491
H  3.599  0.720  2.704  0.388
H  1.926  1.275  2.523  0.403
H  3.145  1.831  1.404  0.442
H  0.140  -0.446  2.928  0.211
H  1.761  -0.697  3.583  0.495
H  0.734  -2.080  3.257  0.500
H  0.570  -4.078  1.443  0.419
H  -0.509  -3.463  0.186  0.435
H  -0.556  -2.754  1.777  0.139
H  0.457  -2.970  -2.283  0.323
H  0.957  -4.202  -1.120  0.482
H  2.107  -3.599  -2.295  0.520
H  4.034  -1.910  -2.622  0.370
H  3.422  -0.265  -2.837  0.441
H  2.389  -1.627  -3.204  0.477
C  -3.673  -3.434  1.541  -0.402
C  -3.437  -2.944  0.265  -0.716
C  -2.890  -1.684  0.089  -0.445
C  -2.586  -0.888  1.192  -0.063
C  -2.809  -1.394  2.480  -0.214
C  -3.349  -2.655  2.646  -0.600
N  -2.030  0.384  0.934  0.467
N  -2.120  1.181  1.900  -0.519
C  -1.544  2.448  1.833  0.911
C  -2.117  3.361  2.740  -0.528
C  -1.612  4.637  2.851  -0.567
C  -0.499  4.986  2.091  -0.465
C  0.059  4.068  1.208  -0.600
C  -0.431  2.768  1.023  -0.880
H  -4.104  -4.418  1.673  0.380
H  -3.685  -3.550  -0.597  0.416
H  -2.708  -1.297  -0.909  0.630
H  -2.536  -0.784  3.328  0.438
H  -3.520  -3.037  3.645  0.366
H  -2.981  3.046  3.317  0.411
H  -2.066  5.353  3.525  0.350
H  -0.071  5.979  2.185  0.360
H  0.925  4.389  0.632  0.344
O  -2.731  3.316  -7.988  -0.649
C  -2.251  2.887  -6.961  0.583
S  -0.906  3.633  -6.110  -0.207
C  -0.775  2.478  -4.764  0.087
C  -1.675  1.464  -4.767  -0.037
S  -1.846  0.168  -3.644  -0.650
S  -2.828  1.456  -6.121  -0.215
S  0.504  2.784  -3.650  -0.622

Forces on the atoms, in the same order (eV/Å):
0.63 -0.48 -0.52
-0.12 -0.04 0.03
-0.03 0.06 -0.03
-0.03 0.12 0.04
-0.02 -0.12 -0.05
-0.09 0.03 0.02
0.03 0.00 -0.11
-0.10 0.02 0.00
0.09 0.10 -0.05
-0.05 -0.03 -0.08
0.03 0.05 0.11
-0.02 0.03 -0.11
-0.03 -0.03 0.13
0.07 0.02 -0.02
-0.01 0.03 -0.03
0.00 0.04 -0.02
0.00 0.04 0.02
0.04 0.04 0.02
0.02 0.02 0.04
0.01 -0.01 0.09
-0.03 0.04 0.01
-0.04 0.00 0.01
-0.04 -0.02 0.01
0.01 -0.05 0.03
0.03 -0.07 0.00
0.01 -0.06 -0.05
-0.02 -0.01 -0.02
-0.02 0.01 -0.04
0.00 0.01 -0.05
0.01 -0.01 -0.04
0.02 0.01 -0.04
0.02 0.04 -0.02
-0.09 -0.15 0.01
0.12 0.31 -0.02
-0.41 -0.79 0.15
0.15 0.32 -0.21
-0.05 -0.06 -0.01
0.40 0.99 0.62
-0.76 -1.17 -0.03
0.65 1.19 0.02
-0.17 -0.39 -0.07
0.04 0.09 0.00
0.04 -0.01 -0.07
-0.05 0.07 0.07
-0.18 -0.14 0.55
0.02 0.00 0.01
0.02 0.04 -0.03
-0.04 -0.01 -0.02
-0.03 0.03 0.05
0.02 0.01 0.00
0.06 0.02 0.07
0.00 -0.01 0.01
-0.01 0.00 0.02
-0.02 0.05 -0.01
0.03 -0.03 0.03
-0.07 0.08 -0.04
0.09 -0.11 0.16
-0.63 -0.24 -0.53
0.10 0.72 -0.54
-0.36 -0.87 0.16
0.09 -0.08 0.17
0.68 0.36 0.19

Calculated values
* E_tot: -2848.1576 Ha
* HOMO: -3.481 eV
* energy relative to the best compared isomer or geometry (same formula, charge and spin): 0.751 eV
* total charge: -1

***

# 2
This record from OMol25 describes an isolated molecule of C5H8N2. The level of theory is ωB97M-V/def2-TZVPD.

Each line ends with the Mulliken charge.
CARTESIAN COORDINATES (ANGSTROEM)
N  2.031  -0.682  -0.033  -0.617
C  0.752  -0.150  0.348  0.277
C  0.410  1.330  0.349  0.278
N  0.796  2.490  0.424  -0.626
C  -0.397  -0.534  -0.583  -0.283
C  -1.079  1.337  0.278  -0.558
C  -1.274  -1.531  -0.404  -0.696
H  2.728  -0.428  0.659  0.276
H  2.329  -0.291  -0.921  0.260
H  0.518  -0.496  1.367  0.266
H  -0.307  -0.091  -1.577  0.310
H  -1.586  1.102  1.216  0.279
H  -1.676  1.881  -0.443  0.324
H  -1.859  -1.912  -1.236  0.260
H  -1.387  -2.026  0.556  0.250

Forces on the atoms, in the same order (eV/Å):
0.18 0.20 -0.06
-0.25 -0.01 0.02
-0.97 0.04 0.12
0.54 0.21 0.06
0.49 -0.71 -0.38
-0.50 0.43 0.46
0.04 -0.42 -0.01
0.02 -0.07 -0.09
0.02 -0.04 0.04
0.00 0.00 -0.19
0.04 -0.17 0.09
0.05 0.13 -0.13
0.38 0.15 -0.04
-0.14 0.22 0.21
0.08 0.01 -0.11

Calculated values
* E_tot: -304.6468 Ha
* HOMO (alpha / beta): -8.580 / -7.903 eV
* energy relative to the best compared isomer or geometry (same formula, charge and spin): 5.135 eV

***

# 3
This record from OMol25 describes an isolated molecule of C3H4N2O. The level of theory is ωB97M-V/def2-TZVPD.

Each line ends with the Mulliken charge.
CARTESIAN COORDINATES (ANGSTROEM)
N  1.539  -0.123  -0.186  -0.347
C  0.304  0.247  -0.410  0.172
C  -0.443  1.228  0.318  -0.161
N  -1.366  0.426  0.711  -0.391
C  -1.108  -0.795  -0.201  0.170
O  -0.877  -1.908  0.269  -0.638
H  1.812  -1.051  -0.490  0.252
H  2.165  0.341  0.462  0.224
H  -0.288  2.261  0.622  0.382
H  -1.739  -0.626  -1.095  0.335

Forces on the atoms, in the same order (eV/Å):
-0.21 -0.01 0.01
0.46 0.00 0.14
-0.12 -0.03 0.06
0.18 0.19 0.03
-0.16 -0.22 -0.18
-0.05 0.17 -0.05
-0.04 0.12 0.01
-0.12 -0.03 -0.11
-0.03 -0.14 -0.04
0.09 -0.06 0.13

Calculated values
* E_tot: -301.3448 Ha
* HOMO: -8.749 eV
* energy relative to the best compared isomer or geometry (same formula, charge and spin): 3.876 eV

***

# 4
This record from OMol25 describes the ion C6H10FN3O with charge +2. The level of theory is ωB97M-V/def2-TZVPD.

Each line ends with the Mulliken charge.
CARTESIAN COORDINATES (ANGSTROEM)
C  1.914  -1.355  0.454  -1.502
C  1.086  -0.580  -0.421  1.001
F  1.111  -1.170  -1.661  -0.329
C  1.410  0.967  -0.493  -0.917
C  0.304  1.859  0.135  -0.481
C  -0.837  0.985  0.157  0.152
N  -2.171  0.991  0.143  0.024
C  -2.830  -0.173  0.133  0.427
O  -3.881  -0.584  0.056  -0.136
N  -1.450  -1.276  -0.047  -0.350
N  -0.356  -0.463  0.104  0.210
H  1.643  -2.381  0.455  0.450
H  1.795  -1.051  1.505  0.392
H  3.073  -1.271  0.173  0.370
H  1.580  1.112  -1.556  0.397
H  2.479  1.122  -0.036  0.404
H  0.284  2.882  -0.255  0.440
H  0.735  2.074  1.237  0.373
H  -2.592  1.929  0.232  0.318
H  -1.784  -1.663  -0.996  0.407
H  -1.512  -1.954  0.680  0.348

Forces on the atoms, in the same order (eV/Å):
3.54 -0.35 1.86
-0.72 1.95 -0.86
-0.84 0.76 0.47
2.75 -1.09 0.05
2.39 0.67 2.01
1.50 -6.28 -0.50
1.86 3.39 0.69
1.72 -1.59 -0.54
-1.86 -0.47 0.24
-2.57 0.76 -1.41
-1.12 5.19 -0.77
-0.13 -1.13 -0.33
0.25 0.26 -0.32
-2.67 -0.16 0.47
-0.37 0.56 -0.23
-2.25 -0.07 -0.57
-0.70 -0.31 -0.29
-1.50 -0.63 -1.78
-0.69 -0.64 -0.06
1.58 0.31 1.12
-0.16 -1.13 0.74

Calculated values
* SMILES string: C[C@]1(F)CCC2=[NH+]C(=O)[NH2+]N21
* E_tot: -573.2302 Ha
* HOMO: -20.039 eV
* energy relative to the best compared isomer or geometry (same formula, charge and spin): 0.946 eV
* total charge: +2

***

# 5
This record from OMol25 describes a cluster of 2 separate species, C3H11N2S in total. The level of theory is ωB97M-V/def2-TZVPD.

Each line ends with the Mulliken charge.
CARTESIAN COORDINATES (ANGSTROEM)
C  -0.942  -0.150  1.742  -0.734
N  -0.212  1.098  1.723  -0.368
C  -0.642  2.019  0.707  -0.332
N  -0.091  1.707  -0.585  -0.538
H  -0.655  -0.744  2.609  0.306
H  -2.034  0.007  1.775  0.284
H  -0.725  -0.712  0.836  0.156
H  -0.200  1.569  2.606  0.218
H  -0.303  3.015  1.021  0.294
H  -1.758  2.053  0.691  0.263
H  -0.017  0.712  -0.877  0.063
H  -0.499  2.233  -1.334  0.150
C  1.757  -1.762  -0.916  -0.730
S  0.118  -1.453  -1.638  -0.705
H  2.007  -1.132  -0.053  0.233
H  1.835  -2.794  -0.573  0.216
H  2.533  -1.590  -1.663  0.224

Forces on the atoms, in the same order (eV/Å):
-0.27 0.05 0.02
0.50 -0.09 -0.18
-0.41 0.07 -0.20
0.83 -0.17 -0.06
0.09 -0.04 0.03
-0.03 -0.02 0.05
0.06 -0.16 -0.10
-0.13 0.00 0.42
-0.02 0.04 -0.08
0.03 0.04 -0.02
-0.29 0.27 0.37
-0.31 0.14 -0.18
0.15 -0.04 0.09
-0.22 -0.03 -0.05
-0.21 0.11 -0.06
0.09 -0.11 -0.03
0.15 -0.06 -0.02

Calculated values
* E_tot: -628.6013 Ha
* HOMO: -2.385 eV
* energy relative to the best compared isomer or geometry (same formula, charge and spin): 0.487 eV
* total charge: -1

***

# 6
This record from OMol25 describes a structure of composition C32H37AsGeN3O6V. The level of theory is ωB97M-V/def2-TZVPD.

Each line ends with the Mulliken charge.
CARTESIAN COORDINATES (ANGSTROEM)
V  -8.326  -5.957  16.647  0.482
N  -5.606  -5.424  17.916  -0.582
N  -6.116  -5.902  16.667  -0.111
C  -5.638  -7.306  16.770  0.077
O  -4.520  -7.531  16.425  -0.601
O  -6.633  -8.019  17.157  1.213
H  -6.064  -4.576  18.262  0.171
H  -4.589  -5.319  17.834  0.251
H  -5.562  -5.437  15.939  0.336
C  -7.791  -8.186  13.088  -1.128
C  -9.189  -8.341  13.640  0.045
As  -9.571  -6.574  14.264  0.383
C  -9.557  -5.547  12.598  -0.992
C  -10.288  -6.329  11.481  -1.071
C  -11.456  -6.360  14.718  -0.769
C  -12.187  -7.623  15.203  -1.117
H  -7.390  -9.100  12.684  0.391
H  -7.117  -7.920  13.892  0.091
H  -7.755  -7.415  12.306  0.360
H  -9.194  -9.048  14.490  -0.349
H  -9.873  -8.642  12.867  0.604
H  -8.538  -5.234  12.335  0.515
H  -10.170  -4.657  12.799  0.522
H  -9.855  -7.295  11.244  0.230
H  -10.279  -5.790  10.529  0.416
H  -11.339  -6.543  11.704  0.278
H  -11.949  -6.010  13.766  0.418
H  -11.454  -5.546  15.441  0.544
H  -12.180  -8.388  14.437  0.297
H  -13.250  -7.317  15.428  0.380
H  -11.704  -8.012  16.098  0.248
C  -9.697  -8.582  21.669  -0.609
C  -9.368  -7.634  20.733  -0.526
C  -8.539  -7.969  19.654  -0.216
C  -8.161  -9.280  19.416  -0.202
C  -8.541  -10.250  20.348  -0.260
C  -9.293  -9.885  21.480  -0.709
Ge  -6.798  -9.601  18.126  0.484
C  -5.108  -9.972  18.965  0.887
C  -4.131  -10.703  18.280  -0.575
C  -2.838  -10.753  18.788  -0.601
C  -2.476  -10.112  19.935  -0.736
C  -3.509  -9.460  20.640  -0.497
C  -4.829  -9.437  20.230  -0.461
C  -7.527  -10.626  16.685  0.433
C  -8.877  -10.908  16.595  -0.149
C  -9.361  -11.667  15.519  -0.836
C  -8.458  -12.184  14.605  -0.344
C  -7.088  -11.968  14.734  -1.204
C  -6.666  -11.134  15.731  -0.055
H  -10.295  -8.355  22.540  0.417
H  -9.584  -6.570  20.915  0.359
H  -8.158  -7.157  19.088  0.476
H  -8.213  -11.286  20.221  0.432
H  -9.592  -10.672  22.162  0.415
H  -4.370  -11.254  17.402  0.321
H  -2.099  -11.286  18.248  0.445
H  -1.440  -10.102  20.270  0.413
H  -3.227  -8.979  21.570  0.376
H  -5.594  -8.941  20.804  0.432
H  -9.556  -10.558  17.371  0.361
H  -10.407  -11.908  15.439  0.472
H  -8.837  -12.813  13.778  0.372
H  -6.414  -12.345  14.007  0.463
H  -5.601  -10.841  15.735  0.292
O  -8.641  -3.939  16.502  -0.797
C  -8.656  -3.832  17.791  0.870
O  -8.415  -4.870  18.494  -0.703
C  -9.005  -2.546  18.463  0.351
C  -9.591  -2.612  19.730  -0.326
C  -9.951  -1.421  20.371  -0.387
C  -9.732  -0.205  19.731  -0.040
C  -9.174  -0.147  18.453  -0.594
C  -8.797  -1.333  17.831  -0.401
N  -9.908  1.067  20.509  0.957
O  -9.605  2.135  20.024  -0.580
O  -10.283  0.912  21.652  -0.569
H  -9.763  -3.551  20.236  0.463
H  -10.311  -1.522  21.388  0.456
H  -8.932  0.843  18.093  0.486
H  -8.369  -1.346  16.816  0.414

Forces on the atoms, in the same order (eV/Å):
0.66 0.10 -0.13
0.49 0.60 1.05
0.29 0.36 -0.07
0.15 1.69 -1.40
0.14 -0.98 0.32
-0.93 -0.12 0.52
0.18 -0.49 -0.46
-0.57 0.13 0.18
-0.49 -0.34 -0.17
0.38 0.05 -0.27
0.17 -0.43 0.44
0.13 0.56 0.86
-0.64 -0.03 -0.41
0.15 0.03 -0.33
-0.60 -0.24 -1.37
-0.61 1.24 0.30
-0.01 -0.46 -0.30
0.32 0.30 0.16
0.16 -0.26 0.20
-0.18 0.27 -0.48
-0.42 -0.31 -0.11
-0.38 -0.13 0.00
0.47 -0.05 0.12
0.33 -0.10 0.12
0.01 0.20 0.24
0.13 0.24 0.21
0.41 -0.11 1.08
-0.34 0.03 0.04
-0.08 -0.17 -0.11
1.07 -0.64 -0.09
-0.19 -0.17 0.17
-0.56 -0.28 0.21
0.86 1.16 -0.20
-1.01 -0.04 0.98
0.18 0.58 0.70
-0.22 -0.01 0.43
0.40 -1.22 -1.01
-0.12 -1.02 0.09
-0.18 -0.55 -0.43
0.03 0.68 1.12
-0.23 -0.43 -0.71
-1.11 0.87 0.67
1.04 -0.10 0.95
0.69 0.13 -1.06
0.27 -0.16 0.23
-0.68 -0.29 -0.09
0.60 0.15 0.49
-0.43 -0.87 -0.66
-1.23 0.44 -0.31
1.67 0.35 -0.12
0.02 0.22 0.02
-0.09 -0.61 -0.20
0.30 0.55 -0.63
-0.18 0.26 0.10
0.10 0.16 0.12
-0.08 -0.13 -0.65
0.59 -0.54 -0.53
-0.36 0.03 0.07
-0.18 0.03 0.08
-0.05 0.13 0.14
0.04 -0.04 -0.17
-0.24 0.07 -0.04
0.28 0.41 0.53
0.51 -0.36 -0.44
-0.57 -0.26 0.14
-0.03 0.10 1.20
-0.17 -0.16 -0.45
-0.16 0.26 -0.71
-0.27 -0.67 0.17
0.01 1.01 -0.08
0.19 -0.62 0.05
0.51 -0.28 -0.29
0.22 0.15 0.88
-0.12 0.36 -0.84
0.11 -0.40 0.48
-0.08 -0.43 -0.50
-0.20 0.07 -0.01
0.12 -0.05 -0.13
-0.15 0.51 -0.15
-0.11 -0.11 -0.41
-0.17 0.17 0.63

Calculated values
* E_tot: -7113.7187 Ha
* multiplicity: 4
* HOMO (alpha / beta): -11.729 / -11.729 eV
* energy relative to the best compared isomer or geometry (same formula, charge and spin): 0.000 eV
* total charge: +1
* expectation value of S²: 3.758

***

Number 1: maximum force 1.399 eV Å⁻¹. Number 2: maximum force 0.976 eV Å⁻¹. Number 3: maximum force 0.476 eV Å⁻¹. Number 4: maximum force 6.481 eV Å⁻¹. Number 5: maximum force 0.853 eV Å⁻¹. Number 6: maximum force 2.196 eV Å⁻¹.